# 1
Density functional theory data (ωB97M-V with the def2-TZVPD basis set) for C25H24BrN3O2S4SbV as an isolated structure in a non-equilibrium geometry.

Values from the calculation:
total energy	-180493.2445	eV
gap between HOMO and LUMO (alpha / beta)	6.02 / 5.53	eV
<S²>	0.76
LUMO level (alpha / beta)	2.3 / 2.3	eV
charge	-1
multiplicity	2
HOMO level (alpha / beta)	-0.136 / -0.119	Ha

Geometry (Å):
V (-0.159, -0.352, 0.665)
C (-1.459, -4.032, 4.688)
C (-1.588, -2.638, 4.147)
C (-2.441, -1.694, 4.705)
C (-2.547, -0.427, 4.156)
C (-1.756, -0.157, 3.060)
Br (-1.805, 1.499, 2.142)
N (-0.958, -1.038, 2.484)
C (-0.873, -2.254, 3.023)
H (-2.057, -4.155, 5.591)
H (-0.423, -4.268, 4.935)
H (-1.801, -4.768, 3.960)
H (-3.038, -1.954, 5.571)
H (-3.210, 0.325, 4.555)
H (-0.214, -2.939, 2.499)
S (4.156, 0.421, -1.215)
Sb (2.474, 1.675, -0.344)
S (1.773, 0.527, 1.689)
S (0.404, 0.747, -1.604)
C (-5.944, 1.697, -4.229)
C (-5.286, 0.774, -3.245)
C (-4.993, -0.544, -3.573)
C (-4.364, -1.390, -2.668)
C (-4.023, -0.916, -1.414)
C (-4.312, 0.397, -1.061)
C (-4.933, 1.229, -1.975)
S (-3.191, -1.960, -0.249)
O (-3.636, -1.522, 1.055)
O (-3.465, -3.330, -0.614)
N (-1.660, -1.527, -0.462)
C (-0.659, -2.487, -0.760)
C (-0.726, -3.661, -1.504)
C (0.441, -4.386, -1.684)
C (1.638, -3.933, -1.146)
C (1.632, -2.753, -0.429)
N (0.507, -2.064, -0.231)
H (-6.486, 1.143, -4.995)
H (-5.199, 2.320, -4.730)
H (-6.646, 2.369, -3.733)
H (-5.267, -0.922, -4.552)
H (-4.153, -2.419, -2.928)
H (-4.060, 0.747, -0.068)
H (-5.156, 2.254, -1.697)
H (-1.664, -3.989, -1.919)
H (0.414, -5.301, -2.263)
H (2.569, -4.461, -1.294)
H (2.526, -2.302, -0.014)
C (-0.687, 2.204, -1.751)
C (-0.827, 2.624, -3.188)
C (-1.347, 1.725, -4.120)
C (-1.474, 2.080, -5.451)
C (-1.087, 3.345, -5.881)
C (-0.574, 4.246, -4.963)
C (-0.447, 3.885, -3.625)
H (-0.299, 3.026, -1.144)
H (-1.670, 1.944, -1.350)
H (-1.634, 0.732, -3.792)
H (-1.870, 1.361, -6.159)
H (-1.180, 3.621, -6.924)
H (-0.261, 5.231, -5.285)
H (-0.027, 4.588, -2.916)

natural (NBO) atomic charges, in units of e: number 1, V, carries 0.69; number 2, C, carries -0.63; number 3, C, carries -0.04; number 4, C, carries -0.15; number 5, C, carries -0.26; number 6, C, carries 0.18; number 7, Br, carries 0.20; number 8, N, carries -0.48; number 9, C, carries 0.08; number 10, H, carries 0.21; number 11, H, carries 0.22; number 12, H, carries 0.23; number 13, H, carries 0.21; number 14, H, carries 0.23; number 15, H, carries 0.21; number 16, S, carries -0.92; number 17, Sb, carries 0.92; number 18, S, carries -0.80; number 19, S, carries -0.21; number 20, C, carries -0.63; number 21, C, carries -0.01; number 22, C, carries -0.24; number 23, C, carries -0.12; number 24, C, carries -0.35; number 25, C, carries -0.18; number 26, C, carries -0.21; number 27, S, carries 2.35; number 28, O, carries -0.98; number 29, O, carries -0.97; number 30, N, carries -1.00; number 31, C, carries 0.36; number 32, C, carries -0.28; number 33, C, carries -0.17; number 34, C, carries -0.29; number 35, C, carries 0.04; number 36, N, carries -0.51; number 37, H, carries 0.21; number 38, H, carries 0.23; number 39, H, carries 0.21; number 40, H, carries 0.20; number 41, H, carries 0.23; number 42, H, carries 0.24; number 43, H, carries 0.21; number 44, H, carries 0.24; number 45, H, carries 0.21; number 46, H, carries 0.22; number 47, H, carries 0.24; number 48, C, carries -0.57; number 49, C, carries 0.09; number 50, C, carries -0.23; number 51, C, carries -0.20; number 52, C, carries -0.24; number 53, C, carries -0.21; number 54, C, carries -0.24; number 55, H, carries 0.22; number 56, H, carries 0.22; number 57, H, carries 0.22; number 58, H, carries 0.20; number 59, H, carries 0.20; number 60, H, carries 0.20; number 61, H, carries 0.21


# 2
Density functional theory data (ωB97M-V with the def2-TZVPD basis set) for C8H11ClNO6Sn as an isolated structure in a non-equilibrium geometry.

Values from the calculation:
total energy	-40587.7808	eV
gap between HOMO and LUMO	8.41	eV
LUMO level	-4.6	eV
charge	+1
multiplicity	1
HOMO level	-0.479	Ha

Geometry (Å):
Sn (-1.136, -0.483, -0.247)
C (-2.483, 2.293, 0.772)
C (-2.161, 2.667, -0.654)
C (-0.899, 3.075, -0.733)
C (-0.297, 2.893, 0.615)
C (-1.411, 2.504, 1.529)
H (-3.460, 1.978, 1.107)
H (-2.883, 2.628, -1.456)
H (-0.362, 3.438, -1.593)
H (0.603, 3.392, 0.940)
H (-1.309, 2.379, 2.594)
N (-0.069, -2.287, -1.478)
C (1.198, -2.776, -0.872)
C (0.982, -3.284, 0.543)
C (0.670, -2.215, 1.561)
O (1.279, -2.072, 2.569)
O (-0.420, -1.428, 1.308)
H (-0.731, -3.061, -1.518)
H (0.102, -2.015, -2.443)
H (1.909, -1.946, -0.886)
H (1.612, -3.573, -1.489)
H (1.888, -3.794, 0.866)
H (0.176, -4.024, 0.556)
O (2.028, 2.392, -0.772)
Cl (1.526, 1.150, -0.351)
O (2.449, 0.292, 0.261)
O (0.790, 0.468, -1.417)
O (0.411, 1.412, 0.688)

natural (NBO) atomic charges, in units of e: number 1, Sn, carries 1.47; number 2, C, carries -0.19; number 3, C, carries -0.14; number 4, C, carries -0.28; number 5, C, carries 0.10; number 6, C, carries -0.23; number 7, H, carries 0.25; number 8, H, carries 0.25; number 9, H, carries 0.26; number 10, H, carries 0.26; number 11, H, carries 0.26; number 12, N, carries -0.88; number 13, C, carries -0.22; number 14, C, carries -0.54; number 15, C, carries 0.80; number 16, O, carries -0.51; number 17, O, carries -0.98; number 18, H, carries 0.40; number 19, H, carries 0.41; number 20, H, carries 0.22; number 21, H, carries 0.22; number 22, H, carries 0.27; number 23, H, carries 0.23; number 24, O, carries -0.72; number 25, Cl, carries 2.54; number 26, O, carries -0.70; number 27, O, carries -0.84; number 28, O, carries -0.68


Calculated values (kcal per mole) of relative energy (zero: lowest compared OMol25 entry of this formula, charge and spin) for the records, taken in order: 20.52; 25.22.